Here is the ion C5H15NOP with charge +1 at a distorted geometry from OMol25. Energies are from ωB97M-V/def2-TZVPD.

SMILES string: C[N+](C)(C)C[C@H](O)P
Net charge: +1
F_max: 3.57 eV/Å
HOMO-LUMO gap: 10.905 eV
Calculated total energy: -18245.3172 eV
LUMO level: -2.6 eV
HOMO level: -13.54 eV

Last column: Löwdin charge in e.
Atoms and positions in Å:
H: 0.363 -0.364 -1.520  0.10
C: 0.216 0.239 -0.634  -0.10
H: 2.930 1.698 -0.376  0.06
C: -2.167 -0.518 -0.988  0.08
H: -0.558 1.328 1.505  0.08
N: -1.026 -0.191 0.081  -0.38
H: 4.082 -0.038 0.022  -0.11
H: -2.097 0.829 1.786  0.16
C: -0.792 -1.392 0.825  -0.02
H: -2.702 -1.403 -0.649  0.10
C: -1.346 0.990 0.897  -0.02
H: -0.876 -2.199 0.041  0.14
H: -1.644 -0.645 -1.967  0.12
P: 2.970 -0.839 -0.176  0.87
H: 0.230 -1.373 1.143  0.07
H: -2.901 0.308 -0.988  0.11
O: 2.086 1.809 0.058  -0.07
C: 1.706 0.497 0.346  -0.57
H: -1.623 1.781 0.160  0.13
H: 1.399 0.285 1.390  0.08
H: 0.259 1.249 -1.061  0.12
H: -1.430 -1.583 1.674  0.12
H: 2.921 -0.470 -1.568  -0.07